[1]
C10H8AlF18O19S6 as an isolated structure. Source: the Open Molecules 2025 dataset; level of theory: ωB97M-V/def2-TZVPD.

Calculated values
- energy relative to the best compared isomer or geometry (same formula, charge and spin) (kcal per mole) = 23.28
- E_HOMO (eV) = -2.09
- total energy (eV) = -169920.249
- charge = -3

Geometry (Å):
1 Al 0.59 0.83 0.07
2 C 3.17 -2.41 3.55
3 F 3.44 -3.53 4.24
4 F 3.50 -1.38 4.31
5 F 3.89 -2.37 2.45
6 S 1.35 -2.40 3.09
7 O 1.10 -3.68 2.45
8 O 0.60 -2.28 4.32
9 O 1.18 -1.31 2.13
10 C -0.92 -2.69 -4.01
11 F -1.65 -3.79 -4.32
12 F 0.32 -3.01 -4.29
13 F -1.45 -1.72 -4.77
14 S -1.18 -2.32 -2.14
15 O -2.60 -2.08 -1.89
16 O -0.77 -3.59 -1.55
17 O -0.36 -1.15 -1.86
18 C -0.92 2.82 4.55
19 F -1.09 3.04 5.86
20 F -2.03 3.10 3.86
21 F 0.00 3.71 4.10
22 S -0.25 1.09 4.22
23 O 1.05 0.93 4.82
24 O -1.25 0.21 4.82
25 O -0.29 1.09 2.76
26 C -4.32 -1.53 0.90
27 F -4.30 -0.57 0.00
28 F -5.18 -1.23 1.86
29 F -4.78 -2.64 0.29
30 S -2.59 -1.89 1.60
31 O -1.74 -0.83 1.06
32 O -2.71 -1.85 3.07
33 O -2.20 -3.23 1.18
34 C 4.75 -2.81 -0.51
35 F 5.29 -2.25 -1.63
36 F 5.27 -4.03 -0.35
37 F 5.16 -2.03 0.49
38 S 2.86 -2.87 -0.73
39 O 2.43 -1.54 -0.34
40 O 2.74 -3.19 -2.12
41 O 2.37 -3.98 0.11
42 C 1.96 5.95 -0.19
43 F 0.64 6.20 -0.30
44 F 2.47 6.24 -1.38
45 F 2.45 6.79 0.72
46 S 2.30 4.12 0.19
47 O 1.51 3.77 1.37
48 O 1.75 3.38 -0.95
49 O 3.75 4.06 0.32
50 C -2.78 1.00 -3.66
51 C -1.37 1.26 -4.11
52 C -0.93 2.24 -3.00
53 O -1.37 1.62 -1.80
54 C -2.72 1.18 -2.15
55 H -3.11 -0.02 -3.88
56 H -3.42 1.71 -4.19
57 H -1.26 1.80 -5.05
58 H -0.74 0.37 -4.08
59 H -1.43 3.21 -3.12
60 H 0.15 2.28 -3.08
61 H -3.41 1.92 -1.74
62 H -2.95 0.27 -1.60

[2]
A 5-piece molecular cluster, C13H36ClN2O8 overall. Source: the Open Molecules 2025 dataset; level of theory: ωB97M-V/def2-TZVPD.

Calculated values
- energy relative to the best compared isomer or geometry (same formula, charge and spin) (kcal per mole) = 83.58
- E_HOMO (eV) = -9.22
- total energy (eV) = -45924.444
- charge = +1

Geometry (Å):
1 O 0.16 -15.54 -9.87
2 H 0.57 -16.38 -10.11
3 H -0.65 -15.43 -10.38
4 H -0.06 -15.57 -8.94
5 O 2.29 -20.69 -11.41
6 H 2.93 -19.97 -11.35
7 H 1.45 -20.46 -11.01
8 H 2.18 -20.88 -12.34
9 Cl -2.41 -19.34 -10.68
10 O -1.37 -19.47 -9.71
11 O -3.04 -18.05 -10.65
12 O -1.82 -19.61 -11.96
13 O -3.42 -20.33 -10.59
14 C -2.64 -21.28 -19.63
15 C -3.04 -20.98 -18.15
16 C -2.78 -22.08 -17.04
17 O -1.33 -22.52 -17.02
18 C -1.06 -23.31 -15.91
19 N -2.31 -19.79 -17.70
20 H -1.56 -21.28 -19.69
21 H -2.90 -20.36 -20.16
22 H -3.15 -22.12 -20.09
23 H -4.08 -20.64 -18.08
24 H -3.47 -22.92 -17.13
25 H -2.89 -21.52 -16.11
26 H 0.01 -23.49 -15.88
27 H -1.54 -24.28 -16.06
28 H -1.36 -23.00 -14.91
29 H -2.42 -19.49 -16.74
30 H -2.75 -19.07 -18.26
31 C -2.49 -27.05 -10.92
32 C -2.84 -27.42 -9.48
33 C -1.59 -28.21 -8.95
34 C -1.77 -28.38 -7.43
35 C -1.78 -27.01 -6.71
36 C -2.79 -26.02 -7.33
37 N -2.93 -26.13 -8.76
38 O -4.01 -25.28 -9.28
39 C -4.21 -26.32 -6.68
40 C -2.30 -24.54 -7.07
41 C -4.09 -28.24 -9.46
42 H -3.23 -26.50 -11.51
43 H -2.40 -27.91 -11.58
44 H -1.48 -26.65 -11.02
45 H -1.62 -29.16 -9.49
46 H -0.64 -27.68 -9.06
47 H -0.89 -28.90 -7.06
48 H -2.57 -29.00 -7.05
49 H -0.86 -26.52 -6.40
50 H -2.16 -27.24 -5.71
51 H -4.04 -26.56 -5.63
52 H -4.85 -25.45 -6.84
53 H -4.70 -27.19 -7.13
54 H -1.49 -24.18 -7.69
55 H -3.10 -23.84 -7.31
56 H -1.93 -24.46 -6.05
57 H -4.94 -27.56 -9.53
58 H -4.18 -28.73 -8.49
59 H -4.18 -28.92 -10.30
60 H -3.59 -24.57 -9.77

[3]
C31H20Cl2N7O4V as an isolated structure. Source: the Open Molecules 2025 dataset; level of theory: ωB97M-V/def2-TZVPD.

Calculated values
- energy relative to the best compared isomer or geometry (same formula, charge and spin) (kcal per mole) = 6.11
- E_HOMO (alpha / beta) (eV) = -7.56 / -7.59
- total energy (eV) = -101828.965
- multiplicity = 3

Geometry (Å):
1 V 0.18 -0.34 0.27
2 Cl -4.98 -3.57 2.90
3 C -3.43 -3.30 2.17
4 C -3.27 -2.18 1.36
5 C -2.04 -1.93 0.78
6 N -1.76 -0.76 0.01
7 C -2.68 -0.43 -0.94
8 O -3.61 -1.12 -1.33
9 C -2.54 0.93 -1.59
10 C -2.39 1.00 -2.97
11 C -2.38 2.25 -3.57
12 C -2.56 3.37 -2.77
13 C -2.73 3.19 -1.41
14 N -2.69 1.99 -0.81
15 C -0.96 -2.79 1.01
16 C -1.13 -3.91 1.81
17 C -2.37 -4.16 2.39
18 Cl -2.55 -5.56 3.39
19 N 0.25 -2.31 0.48
20 C 1.41 -3.00 0.55
21 O 1.59 -4.17 0.82
22 C 2.58 -2.10 0.25
23 C 3.85 -2.62 0.04
24 C 4.89 -1.74 -0.20
25 C 4.63 -0.37 -0.22
26 C 3.33 0.06 -0.03
27 N 2.32 -0.79 0.20
28 H -4.10 -1.52 1.19
29 H -2.30 0.09 -3.55
30 H -2.26 2.35 -4.64
31 H -2.60 4.37 -3.19
32 H -2.90 4.04 -0.75
33 H -0.31 -4.59 1.99
34 H 3.98 -3.69 0.10
35 H 5.89 -2.11 -0.36
36 H 5.42 0.35 -0.40
37 H 3.08 1.11 -0.05
38 O -0.58 -1.58 4.35
39 C -1.00 -0.39 4.82
40 C -1.56 -0.39 6.11
41 C -2.04 0.78 6.65
42 C -1.99 1.98 5.93
43 C -1.45 1.98 4.67
44 C -0.94 0.81 4.09
45 C -0.39 0.85 2.74
46 O 0.13 -0.23 2.23
47 N -0.42 1.98 2.05
48 N 0.01 1.71 0.80
49 C 0.16 2.63 -0.07
50 C 0.60 2.15 -1.38
51 C 1.01 2.98 -2.42
52 C 1.44 2.42 -3.60
53 C 1.47 1.03 -3.73
54 C 1.06 0.27 -2.65
55 N 0.64 0.81 -1.51
56 H -0.27 -1.45 3.43
57 H -1.60 -1.32 6.64
58 H -2.47 0.77 7.64
59 H -2.38 2.89 6.36
60 H -1.41 2.89 4.08
61 H -0.05 3.68 0.14
62 H 0.97 4.05 -2.28
63 H 1.76 3.05 -4.43
64 H 1.80 0.56 -4.64
65 H 1.07 -0.81 -2.70

[4]
An isolated molecule of C4H8OS. Source: the Open Molecules 2025 dataset; level of theory: ωB97M-V/def2-TZVPD.

Calculated values
- energy relative to the best compared isomer or geometry (same formula, charge and spin) (kcal per mole) = 27.79
- E_HOMO (eV) = -9.21
- total energy (eV) = -17159.245

Geometry (Å):
1 C 0.70 1.50 -0.43
2 C 0.11 0.35 -0.04
3 C 0.84 -0.94 0.17
4 O 2.13 -0.99 -0.39
5 C -1.29 0.34 0.54
6 S -2.47 -0.47 -0.52
7 H 0.21 2.51 -0.38
8 H 1.68 1.49 -0.82
9 H 1.00 -1.10 1.26
10 H 0.22 -1.78 -0.13
11 H 2.12 -0.53 -1.25
12 H -1.27 -0.02 1.61
13 H -1.67 1.37 0.49
14 H -2.30 -1.73 -0.10

[5]
A 2-piece molecular cluster, C3H12N2O overall. Source: the Open Molecules 2025 dataset; level of theory: ωB97M-V/def2-TZVPD.

Calculated values
- energy relative to the best compared isomer or geometry (same formula, charge and spin) (kcal per mole) = 60.13
- E_HOMO (eV) = -8.76
- total energy (eV) = -8330.715

Geometry (Å):
1 C 1.41 -1.81 -2.50
2 C 1.42 -1.64 -0.97
3 O 0.71 -0.27 -0.76
4 H 1.37 -2.99 -2.55
5 H 0.40 -1.49 -2.83
6 H 2.37 -1.53 -3.05
7 H 2.47 -1.52 -0.73
8 H 0.95 -2.55 -0.57
9 H 1.01 0.33 -1.45
10 N -0.35 2.14 1.54
11 C -1.01 0.89 1.77
12 N -2.36 0.73 1.19
13 H -0.27 2.37 0.52
14 H 0.57 2.07 2.01
15 H -0.45 0.02 1.18
16 H -1.18 0.33 2.79
17 H -2.63 1.69 1.51
18 H -2.21 0.80 0.21

[6]
C38H39ClIN6O5PSSr as an isolated structure. Source: the Open Molecules 2025 dataset; level of theory: ωB97M-V/def2-TZVPD.

Calculated values
- E_HOMO (eV) = -8.30
- total energy (eV) = -100804.167

Geometry (Å):
1 Sr 0.50 -0.62 0.58
2 O -1.96 0.81 -0.28
3 N -1.33 0.54 -1.49
4 C -0.73 1.57 -1.94
5 C 0.02 1.49 -3.20
6 C 0.17 2.69 -3.90
7 C 0.81 2.71 -5.13
8 C 1.33 1.54 -5.65
9 C 1.21 0.35 -4.94
10 C 0.56 0.30 -3.71
11 P 0.52 -1.23 -2.70
12 C 1.90 -2.16 -3.47
13 C 3.19 -1.68 -3.22
14 C 4.30 -2.29 -3.78
15 C 4.14 -3.42 -4.58
16 C 2.87 -3.91 -4.82
17 C 1.75 -3.28 -4.28
18 C -0.95 -2.12 -3.33
19 C -1.40 -3.21 -2.60
20 C -2.51 -3.93 -3.04
21 C -3.17 -3.55 -4.20
22 C -2.73 -2.45 -4.91
23 C -1.62 -1.73 -4.48
24 H -2.38 -0.05 -0.05
25 H -0.79 2.52 -1.41
26 H -0.23 3.60 -3.48
27 H 0.92 3.64 -5.67
28 H 1.83 1.54 -6.61
29 H 1.65 -0.55 -5.36
30 H 3.32 -0.81 -2.59
31 H 5.29 -1.89 -3.61
32 H 5.00 -3.91 -5.02
33 H 2.73 -4.79 -5.45
34 H 0.76 -3.66 -4.50
35 H -0.92 -3.49 -1.67
36 H -2.86 -4.77 -2.46
37 H -4.04 -4.10 -4.53
38 H -3.25 -2.14 -5.81
39 H -1.29 -0.87 -5.05
40 C 5.87 3.39 5.53
41 C 4.83 3.12 4.47
42 C 4.67 4.00 3.40
43 C 3.73 3.75 2.42
44 C 2.94 2.62 2.50
45 C 3.07 1.73 3.56
46 C 4.02 1.99 4.54
47 S 1.78 2.25 1.22
48 O 2.35 1.10 0.47
49 O 1.60 3.45 0.44
50 N 0.50 1.63 1.89
51 C -0.44 2.33 2.61
52 C -0.50 3.74 2.67
53 C -1.49 4.32 3.43
54 C -2.40 3.52 4.11
55 C -2.25 2.16 4.01
56 N -1.30 1.56 3.29
57 H 5.85 4.44 5.83
58 H 6.87 3.17 5.15
59 H 5.70 2.77 6.41
60 H 5.28 4.89 3.35
61 H 3.59 4.43 1.58
62 H 2.43 0.87 3.63
63 H 4.12 1.31 5.38
64 H 0.20 4.33 2.10
65 H -1.56 5.40 3.48
66 H -3.19 3.95 4.71
67 H -2.93 1.49 4.53
68 N -1.25 -1.39 3.96
69 C -0.36 -2.20 3.38
70 O 0.66 -1.78 2.82
71 C -0.63 -3.68 3.45
72 I 0.39 -4.51 5.14
73 H -1.19 -0.39 3.75
74 H -2.14 -1.76 4.23
75 H -0.22 -4.15 2.56
76 H -1.68 -3.92 3.55
77 Cl -1.98 -2.25 0.64
78 N 2.48 -2.42 0.19
79 C 3.55 -2.01 0.33
80 N 4.76 -1.54 0.57
81 C 4.90 -0.50 1.61
82 C 6.33 -0.51 2.10
83 O 7.24 -0.34 1.02
84 C 7.12 -1.40 0.08
85 C 5.73 -1.43 -0.53
86 H 4.21 -0.73 2.42
87 H 4.63 0.47 1.20
88 H 6.55 -1.45 2.62
89 H 6.50 0.32 2.78
90 H 7.34 -2.36 0.57
91 H 7.86 -1.22 -0.69
92 H 5.61 -2.29 -1.18
93 H 5.55 -0.52 -1.10

[7]
C2HO4S as an isolated structure. Source: the Open Molecules 2025 dataset; level of theory: ωB97M-V/def2-TZVPD.

Calculated values
- energy relative to the best compared isomer or geometry (same formula, charge and spin) (kcal per mole) = 30.01
- E_HOMO (alpha / beta) (eV) = -3.02 / -3.02
- total energy (eV) = -21115.415
- charge = -1

Geometry (Å):
1 C 0.77 -0.31 -0.10
2 C 0.63 -1.14 1.14
3 O -2.59 -0.71 -0.03
4 O 1.54 -1.83 1.59
5 O 1.62 -0.41 -0.99
6 O -0.61 -0.99 1.66
7 S -1.60 -1.72 0.36
8 H -0.02 0.54 -0.12

[8]
C42H34As2BrN2OPd as an isolated structure. Source: the Open Molecules 2025 dataset; level of theory: ωB97M-V/def2-TZVPD.

Calculated values
- energy relative to the best compared isomer or geometry (same formula, charge and spin) (kcal per mole) = 24.03
- E_HOMO (alpha / beta) (eV) = -10.13 / -10.13
- total energy (eV) = -244327.967
- charge = +1

Geometry (Å):
1 Pd 0.33 -1.04 -0.89
2 Br -4.53 2.13 -5.45
3 C -3.05 1.55 -4.42
4 C -2.01 2.44 -4.14
5 C -0.96 2.05 -3.36
6 C -0.88 0.76 -2.80
7 O 0.15 0.54 -2.02
8 C -1.91 -0.16 -3.14
9 C -1.94 -1.53 -2.75
10 N -1.06 -2.11 -2.01
11 C -1.16 -3.46 -1.61
12 C -1.89 -4.43 -2.24
13 C -1.94 -5.74 -1.72
14 C -1.25 -6.07 -0.59
15 C -0.45 -5.09 0.06
16 C 0.32 -5.38 1.21
17 C 1.10 -4.41 1.75
18 C 1.11 -3.13 1.16
19 N 0.39 -2.82 0.11
20 C -0.40 -3.79 -0.46
21 C -2.99 0.27 -3.95
22 H -2.05 3.45 -4.53
23 H -0.16 2.74 -3.13
24 H -2.79 -2.11 -3.11
25 H -2.43 -4.20 -3.15
26 H -2.53 -6.48 -2.23
27 H -1.28 -7.07 -0.19
28 H 0.30 -6.38 1.63
29 H 1.72 -4.58 2.62
30 H 1.75 -2.35 1.57
31 H -3.78 -0.43 -4.18
32 C 1.45 0.36 2.66
33 C 0.47 1.37 2.08
34 As -0.81 0.50 0.88
35 C -2.11 -0.18 2.14
36 C -2.33 -1.55 2.23
37 C -3.24 -2.05 3.15
38 C -3.94 -1.18 3.97
39 C -3.73 0.19 3.88
40 C -2.81 0.69 2.96
41 C -1.74 2.03 0.15
42 C -3.07 1.88 -0.25
43 C -3.74 2.94 -0.84
44 C -3.10 4.16 -1.02
45 C -1.78 4.31 -0.62
46 C -1.10 3.25 -0.05
47 As 3.08 -0.16 1.68
48 C 2.72 0.14 -0.23
49 C 2.83 -0.96 -1.10
50 C 2.97 -0.76 -2.48
51 C 2.98 0.52 -3.00
52 C 2.88 1.62 -2.14
53 C 2.76 1.43 -0.78
54 C 4.19 1.40 2.00
55 C 5.56 1.22 1.84
56 C 6.43 2.29 2.03
57 C 5.94 3.53 2.41
58 C 4.57 3.70 2.60
59 C 3.70 2.64 2.39
60 H 0.92 -0.57 2.91
61 H 1.85 0.72 3.61
62 H 0.97 2.15 1.49
63 H -0.10 1.87 2.87
64 H -1.80 -2.23 1.57
65 H -3.42 -3.12 3.21
66 H -4.66 -1.57 4.68
67 H -4.28 0.87 4.51
68 H -2.66 1.76 2.88
69 H -3.58 0.94 -0.10
70 H -4.77 2.82 -1.15
71 H -3.63 4.99 -1.46
72 H -1.27 5.26 -0.76
73 H -0.06 3.38 0.23
74 H 2.97 -1.95 -0.70
75 H 3.09 -1.62 -3.14
76 H 3.10 0.68 -4.06
77 H 2.92 2.62 -2.55
78 H 2.73 2.30 -0.12
79 H 5.96 0.25 1.56
80 H 7.50 2.14 1.90
81 H 6.61 4.35 2.57
82 H 4.19 4.66 2.91
83 H 2.64 2.79 2.56

[9]
C26H34Cl2N8O5P2Zr as an isolated structure. Source: the Open Molecules 2025 dataset; level of theory: ωB97M-V/def2-TZVPD.

Calculated values
- energy relative to the best compared isomer or geometry (same formula, charge and spin) (kcal per mole) = 13.01
- E_HOMO (eV) = -12.66
- total energy (eV) = -94572.430
- charge = +2

Geometry (Å):
1 Zr 0.90 -0.15 -0.88
2 Cl 0.62 6.05 -3.70
3 C 0.52 4.34 -3.48
4 C 1.30 3.75 -2.50
5 C 1.22 2.38 -2.30
6 N 1.94 1.64 -1.33
7 C 2.92 2.13 -0.51
8 O 3.27 3.27 -0.34
9 C 3.57 1.01 0.28
10 C 4.78 1.20 0.92
11 C 5.34 0.13 1.60
12 C 4.66 -1.08 1.65
13 C 3.44 -1.18 1.00
14 N 2.91 -0.16 0.32
15 C 0.38 1.60 -3.12
16 C -0.41 2.20 -4.09
17 C -0.34 3.57 -4.27
18 Cl -1.33 4.30 -5.47
19 N 0.50 0.21 -2.91
20 C -0.34 -0.77 -3.36
21 O -1.41 -0.71 -3.91
22 C 0.32 -2.12 -3.06
23 C 0.02 -3.25 -3.79
24 C 0.76 -4.39 -3.56
25 C 1.76 -4.38 -2.60
26 C 1.97 -3.22 -1.87
27 N 1.26 -2.11 -2.09
28 H 1.96 4.36 -1.90
29 H 5.26 2.16 0.86
30 H 6.29 0.24 2.10
31 H 5.06 -1.93 2.18
32 H 2.86 -2.10 1.03
33 H -1.07 1.60 -4.71
34 H -0.76 -3.19 -4.54
35 H 0.58 -5.29 -4.14
36 H 2.37 -5.25 -2.41
37 H 2.72 -3.18 -1.09
38 C -3.56 2.15 -0.21
39 N -2.73 1.91 0.98
40 C -3.17 2.58 2.21
41 P -1.29 1.19 0.95
42 O -1.02 0.68 -0.46
43 O -1.27 -0.07 1.95
44 P -1.03 -1.62 1.50
45 O 0.21 -1.65 0.62
46 N -0.78 -2.49 2.83
47 C 0.53 -2.72 3.42
48 C -1.91 -2.82 3.70
49 N -2.37 -2.00 0.68
50 C -2.33 -3.19 -0.18
51 C -3.72 -1.48 0.92
52 N -0.02 2.06 1.48
53 C 0.05 3.41 0.87
54 C 0.58 1.98 2.82
55 H -3.56 3.21 -0.46
56 H -4.58 1.83 0.00
57 H -3.18 1.58 -1.05
58 H -3.15 3.66 2.08
59 H -2.52 2.31 3.04
60 H -4.18 2.26 2.45
61 H 1.31 -2.54 2.69
62 H 0.59 -3.76 3.74
63 H 0.69 -2.08 4.29
64 H -2.86 -2.59 3.21
65 H -1.86 -2.25 4.63
66 H -1.89 -3.88 3.94
67 H -1.31 -3.56 -0.27
68 H -2.71 -2.92 -1.17
69 H -2.96 -3.98 0.23
70 H -3.68 -0.59 1.54
71 H -4.34 -2.23 1.42
72 H -4.18 -1.23 -0.03
73 H -0.35 3.39 -0.14
74 H 1.09 3.72 0.81
75 H -0.51 4.14 1.47
76 H 0.68 0.94 3.12
77 H -0.02 2.52 3.57
78 H 1.56 2.44 2.78

[10]
C6H5F2N3 as an isolated structure. Source: the Open Molecules 2025 dataset; level of theory: ωB97M-V/def2-TZVPD.

Calculated values
- energy relative to the best compared isomer or geometry (same formula, charge and spin) (kcal per mole) = 16.30
- E_HOMO (eV) = -10.21
- total energy (eV) = -16205.407

Geometry (Å):
1 C -4.83 0.77 -0.23
2 C -1.03 1.46 0.05
3 C -1.38 -0.75 0.00
4 C -0.40 0.18 0.02
5 C 1.00 -0.25 -0.03
6 C -3.91 -0.35 -0.12
7 N -5.72 1.48 -0.28
8 N -2.30 1.30 0.01
9 N -2.56 -0.03 -0.04
10 F -4.28 -1.06 1.42
11 F -4.27 -1.39 -0.88
12 H -0.62 2.43 -0.04
13 H -1.33 -1.90 0.03
14 H 0.97 -1.28 -0.54
15 H 1.60 0.38 -0.58
16 H 1.50 -0.33 0.89